C3H4AgO2 | wB97M-V/def2-TZVPD

Structure (XYZ):
```
10
Properties=species:S:1:pos:R:3
O 1.4000 -0.6933 0.4757
H 1.0070 0.0876 -1.3603
C -0.8329 -0.0973 -0.1134
H -0.5997 -1.1392 1.4583
O -1.3010 -0.6362 1.0202
C -1.2396 1.1173 -0.5563
C 0.6634 -0.1503 -0.3386
H -1.9742 1.7007 0.0000
H -0.9369 1.4253 -1.5575
Ag 3.8137 -1.6145 0.9719
```

Properties
* energy relative to the best compared isomer or geometry (same formula, charge and spin): 0.702 eV
* largest force on an atom: 3.42 eV/Å
* DFT total energy: -11260.241 eV
* total charge: +1